The following is a DFT calculation (ωB97M-V/def2-TZVPD) of a 2-piece molecular cluster, C2H8NS overall.

Geometry as XYZ:
```
12
Properties=species:S:1:pos:R:3:forces:R:3
S -3.014090 -0.402803 0.915213 -0.15 0.53 0.20
H -2.693264 -1.652964 0.619063 0.14 -0.51 -0.12
C -0.016229 -0.030655 -1.050847 -0.67 1.13 -0.98
C 0.966187 -0.199196 0.098442 -1.04 -0.61 -0.48
N 1.325953 1.100796 0.659709 1.01 -0.42 -0.76
H 0.405413 0.211438 -2.036888 0.52 -0.15 0.25
H -0.748455 -0.815704 -1.223567 0.31 -0.45 0.42
H -0.683744 0.817687 -0.863714 0.05 -0.07 0.30
H 0.420862 -0.791474 0.831644 0.11 -0.29 0.21
H 1.805163 -0.780569 -0.280924 0.45 0.18 0.32
H 0.452668 1.564921 0.777877 -0.56 0.56 0.49
H 1.779540 0.978527 1.553993 -0.17 0.10 0.14
```
Positions in Å, forces in eV/Å.

The HOMO energy is -0.093 Eh. The value obtained for the total energy is -14529.738 eV. As for the charge: -1. The LUMO energy comes out at 4.17 eV. For the energy above the lowest of the compared OMol25 structures with the same formula, charge and spin, the calculation gives 34.3 kJ/mol. For the frontier orbital gap, the calculation gives 6.699 eV. Its largest force on an atom is 1.6 eV/Å.

The following is a DFT calculation (ωB97M-V/def2-TZVPD) of C13H22N4O3PtS as an isolated structure.

Geometry as XYZ:
```
44
Properties=species:S:1:pos:R:3:forces:R:3
C 4.335500 0.324974 -1.916333 1.09 -0.71 -0.22
C 5.187736 -0.731215 -1.797153 -0.37 2.24 -0.59
H 4.716000 1.284889 -2.272732 -0.23 -0.25 0.21
H 3.267187 0.227454 -1.719910 0.33 0.04 -0.17
C 4.707878 -2.022585 -1.359908 -1.59 -1.38 1.09
C 3.535102 -2.138005 -0.674217 1.19 -0.28 -0.46
H 2.926159 -1.269555 -0.419281 0.23 -0.31 0.07
H 3.213628 -3.120528 -0.322159 -0.04 0.34 -0.16
C 6.655178 -0.551368 -2.143092 -0.09 0.15 0.06
H 6.807636 0.484338 -2.476090 0.12 -0.37 0.08
H 6.975814 -1.230093 -2.948513 -0.15 0.19 0.26
H 7.309949 -0.737976 -1.273586 -0.30 0.03 -0.30
C 5.522979 -3.266305 -1.665272 -0.16 -0.02 0.04
H 6.538595 -3.209580 -1.244059 -0.33 0.03 -0.12
H 5.625722 -3.432606 -2.752452 -0.05 0.14 0.41
H 5.008950 -4.133574 -1.228978 0.29 0.17 -0.19
Pt -3.392993 0.894998 2.537415 -0.01 -2.36 -0.44
O -1.663566 0.582530 1.269184 -0.24 -0.50 -1.33
C -1.652756 0.092652 0.097169 -0.96 0.27 2.18
O -4.157353 -0.771626 1.497447 0.37 -0.55 -1.90
C -3.848591 -1.079460 0.316246 -0.87 0.08 1.63
O -4.620907 -1.869171 -0.405528 1.33 0.71 0.03
N -2.723694 -0.676954 -0.373574 0.98 0.55 0.22
C -3.973904 -2.070286 -1.717941 -0.91 -0.59 -0.55
C -2.635679 -1.394218 -1.645800 0.82 0.07 -0.05
H -4.601733 -1.631243 -2.500146 -0.13 -0.16 0.43
H -3.868818 -3.143994 -1.887765 -0.27 0.20 0.15
H -2.472879 -0.683222 -2.458291 -0.01 -0.26 0.01
H -1.821513 -2.130693 -1.586361 -0.14 0.33 -0.17
C -0.491056 0.322271 -0.719886 0.91 0.33 -0.41
C 0.479713 1.135078 -0.233302 -0.77 -0.40 -0.52
H -0.433116 -0.153107 -1.698879 0.22 0.15 0.35
H 0.318043 1.648690 0.716779 0.30 -0.28 -0.31
H 1.392005 1.323151 -0.797894 -0.22 -0.03 0.16
N -2.711246 2.414681 3.705914 0.90 0.96 1.06
N -3.627564 3.491836 3.957792 -0.70 -0.90 0.17
C -4.702603 3.433119 3.112244 -1.36 1.01 0.38
N -5.792677 4.131603 3.455625 0.68 -0.85 -0.68
S -4.666624 2.537644 1.635874 -1.02 1.59 0.00
H -1.950772 2.807447 3.152255 0.34 0.08 0.49
H -2.371595 2.075371 4.606616 0.27 0.21 -0.14
H -3.813109 3.656008 4.964385 0.28 -0.04 -0.91
H -6.590133 4.085024 2.824025 0.20 0.15 0.34
H -5.938892 4.493607 4.390134 0.07 0.20 -0.20
```
Positions in Å, forces in eV/Å.

The HOMO energy (spin up / spin down) is -0.438 / -0.438 Eh. The value obtained for the total energy is -40004.102 eV. As for the charge: +2. The LUMO energy (spin up / spin down) comes out at -7.15 / -8.53 eV. As for the spin multiplicity: 3. For the energy above the lowest of the compared OMol25 structures with the same formula, charge and spin, the calculation gives 0.0 kJ/mol. For the frontier orbital gap (spin up / spin down), the calculation gives 4.753 / 3.379 eV. Its largest force on an atom is 2.4 eV/Å.